{"formula": "C22H76N6O16", "method": "ωB97M-V/def2-TZVPD", "energy_ha": -2415.8335, "elements": ["C", "C", "O", "H", "H", "H", "H", "H", "H", "C", "C", "O", "H", "H", "H", "H", "H", "H", "C", "C", "O", "H", "H", "H", "H", "H", "H", "C", "C", "O", "H", "H", "H", "H", "H", "H", "C", "C", "O", "H", "H", "H", "H", "H", "H", "C", "C", "O", "H", "H", "H", "H", "H", "H", "C", "O", "N", "N", "H", "H", "H", "H", "C", "O", "N", "N", "H", "H", "H", "H", "C", "O", "N", "N", "H", "H", "H", "H", "C", "O", "H", "H", "H", "H", "C", "O", "H", "H", "H", "H", "C", "O", "H", "H", "H", "H", "C", "O", "H", "H", "H", "H", "C", "O", "H", "H", "H", "H", "C", "O", "H", "H", "H", "H", "C", "O", "H", "H", "H", "H"], "coordinates": [[-3.036792, -3.815708, -0.600733], [-4.245792, -4.012708, -1.484733], [-3.965792, -3.990708, -2.863733], [-2.239792, -4.486708, -0.920733], [-3.275792, -4.038708, 0.474267], [-2.619792, -2.792708, -0.660733], [-5.051792, -3.323708, -1.178733], [-4.656792, -4.973708, -1.401733], [-3.394792, -4.642708, -3.068733], [-0.388792, -0.517708, -0.807733], [-0.253792, 0.366292, 0.395267], [0.863208, 1.231292, 0.285267], [-1.227792, -1.158708, -0.625733], [0.477208, -1.198708, -0.870733], [-0.601792, 0.099292, -1.692733], [-0.291792, -0.128708, 1.320267], [-1.126792, 0.969292, 0.303267], [1.689208, 0.690292, 0.210267], [2.999208, -1.784708, -1.629733], [3.979208, -1.134708, -0.657733], [3.204208, -0.126708, -0.052733], [2.472208, -1.150708, -2.306733], [2.247208, -2.161708, -0.964733], [3.218208, -2.675708, -2.226733], [4.846208, -0.769708, -1.247733], [4.438208, -1.753708, 0.159267], [3.894208, 0.369292, 0.365267], [3.449208, 3.175292, 3.284267], [2.318208, 2.376292, 2.682267], [1.378208, 1.981292, 3.770267], [4.141208, 3.704292, 2.563267], [4.022208, 2.426292, 3.780267], [3.185208, 3.894292, 4.090267], [2.794208, 1.652292, 2.080267], [1.779208, 3.089292, 2.048267], [0.474208, 2.376292, 3.672267], [-1.231792, 3.635292, -1.478733], [-0.701792, 4.417292, -2.644733], [-1.699792, 5.128292, -3.227733], [-0.449792, 3.257292, -0.879733], [-1.982792, 2.888292, -1.709733], [-1.629792, 4.278292, -0.741733], [-0.193792, 3.849292, -3.467733], [0.034208, 5.189292, -2.412733], [-2.452792, 4.622292, -3.339733], [4.045208, -1.794708, 4.427267], [3.414208, -1.961708, 3.109267], [2.768208, -0.730708, 2.786267], [4.645208, -0.877708, 4.491267], [4.664208, -2.491708, 4.700267], [3.420208, -1.823708, 5.289267], [2.738208, -2.788708, 3.120267], [4.258208, -2.137708, 2.391267], [2.963208, -0.449708, 1.858267], [-1.106792, 4.090292, 2.232267], [-0.346792, 5.005292, 1.453267], [-2.093792, 4.422292, 2.994267], [-0.961792, 2.757292, 2.175267], [-2.339792, 5.413292, 3.158267], [-2.379792, 3.845292, 3.768267], [-0.150792, 2.450292, 1.567267], [-1.326792, 2.080292, 2.942267], [-0.180792, -1.460708, 5.073267], [-1.327792, -1.961708, 5.619267], [0.940208, -1.333708, 5.667267], [-0.108792, -1.104708, 3.845267], [1.067208, -1.439708, 6.704267], [1.626208, -0.717708, 5.261267], [-0.892792, -1.344708, 3.317267], [0.836208, -1.035708, 3.406267], [-2.980792, -0.848708, 2.191267], [-3.165792, -0.263708, 0.908267], [-3.513792, -0.339708, 3.319267], [-2.202792, -1.871708, 2.386267], [-4.108792, 0.335292, 3.106267], [-3.474792, -0.951708, 4.122267], [-1.667792, -2.188708, 1.567267], [-2.301792, -2.473708, 3.255267], [1.577208, 1.465292, -2.778733], [1.841208, 2.436292, -3.721733], [1.303208, 0.553292, -3.269733], [0.630208, 1.829292, -2.206733], [2.386208, 1.344292, -2.033733], [2.218208, 2.023292, -4.543733], [0.370208, -3.979708, -2.448733], [1.534208, -4.824708, -2.504733], [0.446208, -2.899708, -2.180733], [-0.283792, -4.528708, -1.780733], [-0.160792, -4.122708, -3.352733], [2.064208, -4.769708, -1.671733], [-1.648792, -1.806708, -4.232733], [-2.685792, -1.375708, -5.096733], [-2.079792, -2.330708, -3.378733], [-1.119792, -0.948708, -3.793733], [-0.918792, -2.374708, -4.701733], [-3.369792, -2.025708, -5.267733], [-1.957792, 1.844292, -4.851733], [-1.055792, 1.001292, -5.595733], [-1.629792, 1.885292, -3.799733], [-2.879792, 1.445292, -4.844733], [-2.031792, 2.899292, -5.243733], [-1.293792, 0.082292, -5.533733], [-3.622792, -0.217708, -2.009733], [-4.131792, 0.208292, -3.225733], [-4.045792, 0.448292, -1.246733], [-2.543792, -0.023708, -1.890733], [-3.743792, -1.240708, -1.786733], [-3.760792, -0.303708, -3.920733], [2.444208, 4.230292, -0.592733], [3.757208, 4.680292, -0.254733], [2.137208, 4.886292, -1.458733], [1.746208, 4.311292, 0.267267], [2.362208, 3.234292, -0.985733], [3.642208, 5.334292, 0.390267], [0.761208, -3.091708, 1.260267], [-0.598792, -3.139708, 0.813267], [1.230208, -3.837708, 0.662267], [0.738208, -3.181708, 2.383267], [1.276208, -2.153708, 0.889267], [-0.840792, -3.999708, 1.007267]], "atomic_forces_ev_per_a": [[0.2196, 0.2616, 0.6099], [-0.1777, 0.2068, 0.5237], [-2.6869, 4.8209, 0.0195], [0.0484, -0.1785, 0.0711], [0.0963, 0.2390, -0.9300], [-0.4277, -0.4437, 0.0449], [0.4289, 0.0983, -0.7903], [-0.6854, -1.5837, 1.2432], [2.9281, -3.4813, -0.8912], [0.6151, -0.7714, 0.2444], [-0.0045, 0.9058, -2.1256], [0.8419, -0.2982, 0.3817], [-0.6214, -0.2985, -0.1039], [-0.2080, 0.5298, -0.5779], [0.5776, -0.4533, 0.2018], [0.1247, -0.9049, 1.3839], [-0.6436, 0.7554, 0.5622], [-1.1806, 0.6767, -0.0579], [-0.1518, -1.8781, 0.8867], [0.9372, -1.3179, -1.8323], [0.6525, 0.2603, 0.4039], [0.1307, 1.1252, -0.2170], [-0.8073, -0.2733, 0.2636], [1.0139, 0.2005, 0.2356], [-0.4383, 0.4909, 0.4920], [-0.7067, -0.1504, -0.9372], [0.2837, 1.4444, 0.5949], [0.9384, 0.7724, 0.6264], [-2.0841, 3.7037, 1.3775], [0.6820, -0.4020, -0.8566], [-1.0069, -0.7127, 0.4103], [1.0469, -0.4342, 0.6512], [-0.3187, -0.3570, -0.7726], [-0.3639, -1.5761, -0.3085], [-0.0979, -0.5527, -0.2420], [1.7196, -0.2966, -0.5324], [0.4896, 0.0859, -0.0272], [1.7067, -0.7985, -0.8099], [-0.1691, 3.3720, -1.0224], [1.1843, -1.2376, 0.3477], [0.0256, -0.3095, -0.3166], [-0.9789, 1.2276, 0.4803], [-0.2224, -0.3686, 1.0025], [0.1371, -0.2888, 0.7597], [-2.2982, -1.6502, -0.3450], [-1.5161, 3.9307, 0.3198], [1.5379, 0.8962, -1.0005], [-0.2580, 0.1118, -0.9197], [-0.3353, 0.0291, -0.2315], [3.8150, -4.4592, 0.7411], [-1.2193, 0.4426, 0.3476], [-0.5780, -0.5922, -0.2964], [-0.8832, -0.1586, 0.2726], [-0.4877, -0.6779, 1.0107], [4.7387, 3.3389, -5.0403], [-3.9975, -5.0147, 4.1637], [-2.9431, 3.4868, 2.7823], [1.9661, -2.3126, 0.0032], [0.6495, -0.9745, -0.5110], [-0.0491, -0.3061, -0.2866], [-1.2663, 0.0999, 1.0689], [0.6685, 1.7133, -2.2269], [-7.2974, -3.0612, 3.0665], [4.4205, 1.9900, -2.2007], [4.4417, 0.2742, 5.3801], [2.0656, 1.2113, -3.1243], [-0.7107, -0.0189, -1.7441], [-0.0248, 0.0807, -0.1289], [-0.8533, 0.0839, -1.2531], [-1.2432, 0.3741, 0.2619], [-1.7605, 4.0974, -5.7012], [0.9824, -2.9707, 6.8623], [2.9637, -3.1971, -0.3478], [0.2400, -2.8784, 0.2706], [-3.6380, 3.5075, -0.1010], [-0.3595, 0.7111, 0.3772], [-0.3778, -0.4073, 0.5609], [0.2402, 1.0552, -1.5056], [-2.0063, 0.7941, 1.7420], [1.2413, 0.4157, -2.2398], [-0.0524, -0.9256, -0.0298], [1.7340, -0.7268, -0.7914], [-0.2524, -0.1610, -0.3999], [-0.6112, 0.6800, 1.3190], [-0.0156, -1.1339, 1.2641], [1.0223, 0.9288, 0.5126], [0.3883, -0.9095, -0.1957], [-0.4339, 0.6409, 0.7836], [-0.0063, 0.2772, -1.3837], [-0.9069, 0.0957, -1.0296], [-1.3197, 0.7463, 1.8366], [0.2269, 0.8248, -0.3769], [0.1176, -0.2729, -0.0157], [-0.4170, 0.1354, -0.3473], [1.2148, -1.3400, -1.1856], [0.2299, -0.4727, 0.2458], [3.1027, 1.1990, 0.2087], [0.5076, 1.5182, -0.2473], [0.0104, 0.2038, -0.2412], [-3.3311, -1.2854, -0.1181], [0.5652, -1.2161, 0.0487], [-0.6879, -0.1154, 0.0285], [1.0849, 2.1748, 1.0649], [-1.0899, 0.7348, 0.0920], [-0.2225, -0.6756, 0.0041], [-0.2328, 0.0012, -0.4233], [-0.6756, -1.3140, 0.2880], [0.5888, -0.7114, -1.0362], [-0.9427, 1.8725, -0.7699], [0.4347, -2.2045, -1.0144], [-0.3439, -0.6032, 0.9813], [0.2507, 0.1585, -0.6538], [0.7403, -0.6254, 0.1254], [-0.1471, 1.4590, 1.3599], [-0.2028, 1.4917, 0.0418], [1.5111, 2.4455, -0.8896], [1.0131, -1.1508, 0.4102], [0.7321, -0.0947, -1.2392], [-1.0258, -0.6650, 0.9231], [-1.2728, -2.7591, 0.3562]], "lowdin_charge": [-0.085, -0.301, -0.035, 0.052, 0.098, 0.055, 0.130, 0.091, 0.021, -0.077, -0.303, -0.109, 0.039, 0.045, 0.067, 0.080, 0.083, 0.051, -0.060, -0.249, -0.114, 0.060, 0.018, 0.087, 0.130, 0.119, 0.097, -0.084, -0.278, -0.106, 0.091, 0.047, 0.088, 0.061, 0.079, 0.054, -0.068, -0.350, -0.042, 0.032, 0.078, 0.058, 0.104, 0.112, 0.040, -0.078, -0.286, -0.112, 0.108, 0.020, 0.059, 0.089, 0.126, 0.056, -0.570, -0.139, 0.152, 0.135, 0.141, 0.109, 0.089, 0.160, -0.666, -0.131, 0.173, 0.182, 0.159, 0.094, 0.002, 0.101, -0.517, -0.122, 0.201, 0.120, 0.050, 0.112, 0.059, 0.160, -0.205, -0.118, 0.063, 0.087, 0.066, 0.116, -0.137, -0.128, 0.077, 0.057, 0.058, 0.082, -0.134, -0.106, 0.071, 0.082, 0.059, 0.106, -0.112, -0.115, 0.067, 0.017, 0.109, 0.012, -0.174, -0.092, 0.086, 0.047, 0.043, 0.008, -0.133, -0.110, 0.094, 0.062, 0.038, 0.037, -0.083, -0.152, 0.075, 0.102, 0.082, 0.051]}


{"formula": "C4H5NOS2", "method": "ωB97M-V/def2-TZVPD", "smiles": "SCc1cnoc1S", "energy_ha": -1081.6690, "elements": ["C", "C", "C", "C", "H", "H", "H", "H", "H", "N", "O", "S", "S"], "coordinates": [[1.323353, -0.280647, 0.553507], [0.016141, 0.224325, 0.031011], [-0.235467, 1.635307, 0.025729], [-1.217285, -0.273797, -0.428901], [2.383424, -1.718508, -1.282536], [1.750382, 0.369916, 1.263872], [1.255777, -1.292231, 0.964097], [0.124298, 2.619720, 0.011157], [-2.870726, -1.723186, 0.651532], [-1.450931, 1.979213, -0.382879], [-2.042160, 0.773701, -0.597174], [2.710648, -0.397136, -0.562760], [-1.747455, -1.916671, -0.246649]], "atomic_forces_ev_per_a": [[-0.8721, -2.1357, -0.8476], [-0.6266, 1.6854, -0.3123], [-2.3010, 0.9253, -1.6610], [2.0457, 1.6460, 2.4761], [0.5395, 2.7860, 1.5353], [-0.0692, 0.8158, 1.1961], [-0.3603, 0.3394, 0.3641], [2.8452, 0.7162, 1.0445], [1.7452, 0.0152, -1.3355], [0.9555, -2.4263, 0.6434], [-2.1258, -1.5264, -1.1695], [0.1074, -2.5945, -2.5453], [-1.8835, -0.2464, 0.6115]], "lowdin_charge": [-0.582, -0.265, -0.094, -0.650, -0.031, 0.046, 0.068, 0.106, -0.044, 0.075, -0.085, 0.651, 0.804]}